{"formula": "C5H13NO2", "method": "the ωB97M-V functional and the def2-TZVPD basis", "max_force_ev_per_a": 8.0, "homo_ha": -0.30634, "multiplicity": 1, "e_above_lowest_ev": 4.536, "elements": ["C", "C", "C", "C", "C", "N", "H", "H", "H", "H", "H", "H", "H", "H", "H", "O", "H", "H", "O", "H", "H"], "coordinates": [[2.07, -1.63, -1.37], [1.81, -0.57, -0.68], [0.37, -0.05, -0.25], [0.17, -0.22, 1.26], [-0.89, -0.59, 2.00], [-1.15, -0.16, 3.32], [3.24, -1.82, -1.26], [1.40, -2.30, -1.86], [2.52, 0.14, -0.25], [0.22, 0.89, -0.68], [-0.24, -0.75, -0.82], [1.14, 0.17, 1.67], [-1.91, -1.09, 1.47], [-1.61, -0.91, 3.80], [-0.35, 0.12, 3.88], [-1.40, 3.52, -0.42], [-1.68, 3.91, -1.14], [-1.80, 3.32, 0.43], [-0.41, -1.08, -3.08], [0.19, -0.76, -2.41], [0.17, -1.00, -3.85]]}